Entry 1:
DFT (ωB97M-V/def2-TZVPD) results for a molecular structure, H20HeO10.

The net charge is 0. The value obtained for the LUMO energy is -0.30 eV. For the orbital gap, the calculation gives 0.377 Ha.

Each line ends with the Löwdin charge.
Positions of all 31 atoms, in Å:
H 1.749 -4.856 0.197  0.03
H 0.212 -0.072 -4.378  0.02
H -0.161 4.513 0.579  0.03
O -1.329 -1.624 1.981  -0.03
He -0.279 0.142 -0.307  0.22
O 1.333 -1.708 0.286  -0.06
O 1.151 -4.368 0.762  -0.07
O 0.745 -0.683 -3.869  -0.07
H 0.618 -1.573 0.907  0.01
O 2.334 1.622 1.025  -0.07
O 2.403 0.327 -1.453  -0.04
H 2.128 -1.642 0.815  0.08
O -1.754 0.743 -2.354  -0.08
H -2.357 1.475 -2.481  0.03
O -2.957 0.082 0.354  -0.05
H -3.523 0.822 0.575  0.05
H -1.632 -2.532 2.005  0.07
H 0.981 -0.195 -3.080  -0.02
H 1.131 -3.487 0.387  -0.03
H 1.410 1.776 1.219  -0.02
H 2.129 -0.508 -1.074  0.00
H 2.338 1.281 0.131  -0.03
H -2.657 -0.251 1.200  -0.01
O -0.887 3.922 0.378  -0.07
H -1.015 1.202 1.326  0.00
H 3.256 0.143 -1.847  0.07
O -0.529 1.768 1.925  -0.04
H -2.150 0.224 -1.654  -0.02
H -0.713 3.141 0.902  -0.05
H -0.904 -1.490 2.828  0.06
H -1.071 1.806 2.714  0.08

***

Entry 2:
DFT (ωB97M-V/def2-TZVPD) results for 8 unconnected molecules or ions with the total composition H16O8 at a distorted geometry.

The net charge is 0. The value obtained for the LUMO energy is -0.30 eV. For the orbital gap, the calculation gives 0.365 Ha. Its SMILES is O.O.O.O.O.O.O.O.

Each line ends with the Löwdin charge.
Positions of all 24 atoms, in Å:
O -1.196 -0.894 -1.658  -0.04
H -0.441 0.579 -0.105  0.04
O 1.248 -2.576 0.265  -0.01
O -1.040 0.884 4.227  -0.08
H -3.518 -2.277 1.187  0.06
H -0.630 0.274 3.536  0.06
O 0.013 1.060 -0.813  -0.07
H -4.628 3.029 -3.495  0.04
H -1.683 -1.188 -0.942  -0.04
H -2.123 -2.335 1.606  -0.02
H 2.761 2.305 -0.601  0.04
O -4.617 2.733 -2.581  -0.01
H -3.803 2.355 -2.510  -0.03
H 3.812 -1.194 -1.156  0.02
H 1.967 -3.182 0.401  0.04
H 1.423 -1.868 0.821  -0.01
O 3.653 1.976 -0.434  -0.09
H 0.975 0.805 -0.753  0.04
H -0.302 -0.866 -1.293  0.01
O 3.417 -0.396 -0.904  -0.06
H -0.231 1.219 4.617  0.02
H 4.237 0.124 -0.754  0.05
H 3.394 1.224 0.179  0.05
O -2.688 -1.792 1.161  0.00

***

Entry 3:
DFT (ωB97M-V/def2-TZVPD) results for C3H4O in the gas phase at a distorted geometry.

The net charge is 0. The value obtained for the LUMO energy is 1.05 eV. For the orbital gap, the calculation gives 0.375 Ha. Its SMILES is C=C1CO1.

Each line ends with the Löwdin charge.
Positions of all 8 atoms, in Å:
O 0.459 -1.136 0.584  -0.07
C -0.791 1.112 0.716  0.01
H 0.105 -1.500 -1.521  0.06
H 1.754 -0.679 -1.071  0.06
H -1.069 1.857 -0.007  0.06
H -1.078 1.271 1.745  0.06
C -0.129 0.045 0.407  -0.22
C 0.750 -0.970 -0.853  0.04

***

Entry 4:
DFT (ωB97M-V/def2-TZVPD) results for a molecular structure, C2H23O10V at a distorted geometry.

The net charge is 0. Its multiplicity is 5. As for the expectation value of S²: 6.0030. The value obtained for the LUMO energy (spin up / spin down) is -0.29 / -0.37 eV. For the orbital gap (spin up / spin down), the calculation gives 0.203 / 0.330 Ha.

Each line ends with the Löwdin spin population.
Positions of all 36 atoms, in Å:
H -0.115 3.326 -1.598  0.00
V -0.599 -2.273 2.592  3.67
O 0.284 4.151 -1.322  0.00
H 1.445 3.951 1.910  0.00
O -0.889 -0.823 0.747  0.08
H -3.823 -1.573 -1.096  0.00
H 1.109 0.140 -4.093  0.00
H -1.008 -2.448 -0.856  0.00
O 1.361 3.135 2.403  0.00
O -0.986 2.013 -2.367  0.00
H 0.678 4.505 -2.119  0.00
H 2.046 -1.649 3.749  0.01
H -0.329 1.527 -2.865  0.00
H 2.126 0.453 -3.016  0.00
H -1.591 0.845 1.361  0.00
O 1.401 -1.590 3.044  0.11
H 1.713 0.521 1.358  0.00
H -1.247 1.415 -1.666  0.00
H -0.183 0.855 -0.256  0.00
C 0.092 -0.175 -0.028  0.01
H 0.160 -0.708 -0.976  0.00
O -3.570 -0.684 -0.845  0.00
H -1.964 1.209 2.782  0.00
H 1.995 -1.121 0.726  0.00
C 1.540 -0.153 0.518  0.00
O -1.084 -3.368 -1.110  0.00
O -1.825 1.589 1.915  0.01
H 1.313 -3.883 1.048  0.00
H 0.867 2.554 1.824  0.00
O 0.393 -3.779 1.292  0.09
O 1.456 0.860 -3.565  0.00
H -2.663 -0.766 -0.552  0.00
H -0.083 -3.846 0.465  0.00
H -1.963 -3.443 -1.481  0.00
H 2.117 0.280 -0.299  0.00
H 1.823 -1.047 2.378  0.00

***

Number 1: energy -20879.028 eV. Number 2: energy -16637.963 eV. Number 3: energy -5219.160 eV. Number 4: energy -48607.376 eV.